# C5H12N2O

C5H12N2O in the gas phase (the ωB97M-V functional and the def2-TZVPD basis, the OMol25 dataset).

Values from the calculation:
- Relative energy (zero: lowest compared OMol25 entry of this formula, charge and spin): 1.7364 eV
- Max |F|: 2.25 eV/A
- HOMO: -9.00 eV
- Net charge: 0
- Gap between HOMO and LUMO: 9.82 eV
- SMILES: CCN(C)C(=O)CN
- Calculated total energy: -382.4387 hartree

```
20
Properties=species:S:1:pos:R:3:forces:R:3:mulliken_charge:R:1
O -2.078 1.083 -0.009 -0.505 0.054 -0.028 -0.650
H 2.639 -0.517 -1.366 -0.317 0.995 -0.491 0.340
H 0.494 1.105 -2.312 0.488 -0.940 0.927 0.307
C -1.176 0.323 0.279 0.483 0.552 -0.749 0.619
C 0.259 1.478 -1.292 0.451 1.516 -0.551 -1.035
H -3.220 -2.075 1.219 -0.240 0.164 0.119 0.209
H 1.501 -0.048 1.353 -0.696 -0.110 -0.172 0.231
H -3.393 -0.557 0.467 -0.179 -0.205 0.219 0.231
N -2.818 -1.378 0.614 0.252 0.000 -0.029 -0.605
H 0.999 2.247 -1.033 -0.171 -0.025 -0.429 0.329
H 0.977 -1.317 0.245 0.027 -0.073 -0.240 0.280
C 2.536 0.036 -0.430 0.941 -1.840 0.885 -1.452
N 0.126 0.616 -0.133 -0.954 -1.757 -0.031 0.129
H -1.343 -0.680 2.102 -0.281 -0.480 -0.209 0.223
C 1.229 -0.263 0.302 0.831 1.187 0.256 -0.253
H 3.355 -0.457 0.133 -0.484 0.094 0.153 0.420
C -1.506 -0.964 1.037 1.129 0.662 -0.198 -0.295
H -0.749 -1.699 0.742 -0.344 -0.132 0.391 0.208
H -0.660 1.996 -1.558 -0.228 -0.005 0.948 0.345
H 2.829 1.072 -0.358 -0.204 0.343 -0.770 0.415
```
Forces are in eV/Å.

# C5H12N2O

C5H12N2O in the gas phase (the ωB97M-V functional and the def2-TZVPD basis, the OMol25 dataset).

Values from the calculation:
- Relative energy (zero: lowest compared OMol25 entry of this formula, charge and spin): 1.3252 eV
- Max |F|: 2.02 eV/A
- HOMO: -8.50 eV
- Net charge: 0
- Gap between HOMO and LUMO: 9.41 eV
- SMILES: CCN[C@@H](C)C(N)=O
- Calculated total energy: -382.4538 hartree

```
20
Properties=species:S:1:pos:R:3:forces:R:3:mulliken_charge:R:1
O -1.481 -2.066 1.276 -0.326 0.027 -0.183 -0.625
N -0.359 0.519 0.080 -0.459 -0.029 -0.026 -0.342
H 1.343 1.404 -0.911 -0.422 0.155 0.636 0.320
N -0.958 -2.585 -0.864 -0.267 0.200 0.490 -0.359
C 0.223 1.423 -0.867 0.917 0.547 -0.735 -0.390
C -0.324 2.861 -0.692 0.088 -1.667 -0.086 -1.122
C -0.844 -1.843 0.270 1.377 -0.161 -0.207 0.046
H -0.025 1.074 -1.873 -0.228 0.039 -0.151 0.257
H -1.324 2.806 -1.104 -0.309 0.504 0.017 0.290
C 0.274 -0.772 0.253 0.167 0.117 0.940 0.405
C 1.034 -0.879 1.591 1.961 -0.162 -0.464 -1.394
H -0.398 3.056 0.378 0.170 0.457 -0.100 0.333
H -0.601 0.935 0.967 0.169 0.079 -0.014 0.261
H 0.493 -1.477 2.311 -0.078 0.474 0.433 0.338
H 1.033 -0.930 -0.524 -0.582 -0.021 -0.293 0.473
H 2.046 -1.314 1.474 -0.613 -0.925 -0.412 0.321
H -1.500 -3.417 -0.771 -0.367 -0.307 -0.285 0.247
H 1.491 0.060 1.925 -1.311 0.469 0.337 0.385
H 0.284 3.575 -1.239 -0.061 0.154 0.184 0.342
H -0.405 -2.430 -1.681 0.175 0.050 -0.082 0.213
```
Forces are in eV/Å.

# C5H12N2O

C5H12N2O in the gas phase (the ωB97M-V functional and the def2-TZVPD basis, the OMol25 dataset).

Values from the calculation:
- Relative energy (zero: lowest compared OMol25 entry of this formula, charge and spin): 3.7580 eV
- Max |F|: 4.20 eV/A
- HOMO: -8.37 eV
- Net charge: 0
- Gap between HOMO and LUMO: 9.35 eV
- SMILES: [H]/N=N/C(C)(C)[C@H](C)O
- Calculated total energy: -382.3644 hartree

```
20
Properties=species:S:1:pos:R:3:forces:R:3:mulliken_charge:R:1
C -2.036 -0.678 0.397 -0.070 0.142 -0.010 -1.568
H -2.591 -0.344 -0.486 0.056 -0.017 0.049 0.317
H 0.418 2.094 -1.271 0.021 -0.220 0.040 0.431
O 0.037 -1.645 1.480 -1.008 0.509 -2.762 -0.625
H -2.114 0.098 1.163 0.093 0.034 -0.129 0.358
C 0.304 0.134 -0.354 1.609 1.858 1.950 1.779
C 1.579 -0.341 -1.033 0.341 0.150 0.192 -1.564
H 1.433 -0.471 -2.109 -0.107 0.019 0.104 0.362
H 1.957 -1.279 -0.618 -0.282 0.010 0.051 0.395
N 1.781 1.290 1.282 0.972 -0.666 -1.462 -0.843
H -0.772 1.012 -2.020 0.077 0.023 0.052 0.337
H 2.387 0.389 -0.885 -0.342 -0.001 -0.097 0.404
H -0.178 -1.078 2.238 -0.068 0.177 -0.743 0.322
H -0.501 -1.864 -0.559 0.022 0.165 -0.119 0.405
C -0.594 -0.974 0.062 0.219 -2.070 3.645 -0.079
H -2.522 -1.572 0.796 0.146 0.050 -0.157 0.416
H -1.120 1.783 -0.470 0.044 -0.119 0.009 0.411
C -0.329 1.321 -1.067 -0.206 -0.097 -0.028 -1.676
N 0.712 0.725 1.215 -0.515 -0.378 -0.830 0.173
H 2.149 1.401 2.239 -1.000 0.431 0.246 0.245
```
Forces are in eV/Å.

# C5H12N2O

C5H12N2O in the gas phase (the ωB97M-V functional and the def2-TZVPD basis, the OMol25 dataset).

Values from the calculation:
- Relative energy (zero: lowest compared OMol25 entry of this formula, charge and spin): 2.7544 eV
- Max |F|: 3.22 eV/A
- HOMO: -8.49 eV
- Net charge: 0
- Gap between HOMO and LUMO: 9.28 eV
- SMILES: CCNC(=O)CNC
- Calculated total energy: -382.4013 hartree

```
20
Properties=species:S:1:pos:R:3:forces:R:3:mulliken_charge:R:1
H -1.804 1.044 -2.734 -0.039 1.213 2.242 0.277
H -2.532 2.528 -1.769 -0.687 -1.090 0.429 0.378
C -1.729 1.781 -1.823 1.846 1.310 0.084 -1.202
H 0.487 0.866 -1.803 -0.122 -0.600 0.734 0.283
H -0.976 2.582 -2.105 -0.097 -1.199 -0.180 0.322
O 1.410 -1.260 -1.196 -0.650 -0.221 0.485 -0.667
N -0.106 -0.584 1.847 1.287 -0.563 2.173 -0.302
H 1.295 0.933 1.525 0.449 0.484 0.142 0.292
N 0.083 0.496 -0.934 -0.510 -0.998 0.916 -0.096
H -0.873 0.035 1.886 -0.670 0.443 -0.084 0.333
H -0.968 -2.043 0.380 0.459 1.229 1.257 0.274
H -0.746 1.897 0.336 -0.530 0.559 -0.585 0.251
H 2.038 -0.561 2.067 -0.077 -0.418 -0.314 0.320
H 0.636 -2.394 0.952 -0.529 1.702 -0.209 0.246
C 1.181 0.089 2.196 -0.791 0.273 1.858 -0.843
C -1.081 1.189 -0.435 -2.388 -0.606 -1.290 -0.305
H 1.286 0.421 3.345 -0.773 -0.599 -2.604 0.244
C 0.493 -0.761 -0.544 1.871 -0.517 -0.764 0.516
H -1.870 0.525 0.115 1.571 0.745 -1.306 0.270
C -0.046 -1.486 0.770 0.382 -1.148 -2.985 -0.589
```
Forces are in eV/Å.

# C5H12N2O

C5H12N2O in the gas phase (the ωB97M-V functional and the def2-TZVPD basis, the OMol25 dataset).

Values from the calculation:
- Relative energy (zero: lowest compared OMol25 entry of this formula, charge and spin): 4.2111 eV
- Max |F|: 4.21 eV/A
- HOMO: -9.09 eV
- Net charge: 0
- Gap between HOMO and LUMO: 10.03 eV
- SMILES: [H]/N=C(\CNO)C(C)C
- Calculated total energy: -382.3478 hartree

```
20
Properties=species:S:1:pos:R:3:forces:R:3:mulliken_charge:R:1
H -0.168 -1.249 2.283 0.009 -0.055 0.071 0.358
C -0.624 -0.866 0.199 0.662 -0.178 0.758 0.712
H 0.233 2.305 0.585 0.412 -0.201 -0.073 0.266
H 0.016 -1.677 -0.168 -0.089 -0.104 0.001 0.273
H -1.630 -2.067 1.687 0.037 -0.091 0.027 0.426
C 0.958 0.635 -1.205 -0.309 -0.042 1.025 -0.491
H 1.927 -0.068 0.292 2.845 1.431 -2.755 0.395
N -0.092 1.395 0.908 0.182 -1.094 -0.185 -0.671
N 2.322 0.506 -0.681 -0.464 -2.311 2.870 -0.379
H -1.572 -0.589 -1.747 -0.039 0.027 -0.089 0.350
H 3.594 1.931 -0.455 -0.224 -0.392 -0.018 0.336
C -1.854 -0.761 -0.709 0.287 0.140 -0.068 -1.435
C 0.182 0.427 0.104 -3.095 2.182 -1.438 -0.046
H -2.488 0.061 -0.384 -0.030 0.060 0.043 0.342
H -2.433 -1.683 -0.666 0.027 -0.056 0.016 0.419
H 0.800 1.621 -1.649 -0.013 -0.250 -0.108 0.410
O 2.691 1.761 -0.150 -0.014 0.680 0.215 -0.418
H -1.644 -0.335 2.021 -0.011 0.070 0.020 0.329
C -1.039 -1.153 1.638 -0.007 -0.032 -0.157 -1.501
H 0.821 -0.194 -1.901 -0.166 0.216 -0.154 0.325
```
Forces are in eV/Å.

# C5H12N2O

C5H12N2O in the gas phase (the ωB97M-V functional and the def2-TZVPD basis, the OMol25 dataset).

Values from the calculation:
- Relative energy (zero: lowest compared OMol25 entry of this formula, charge and spin): 1.0212 eV
- Max |F|: 2.00 eV/A
- HOMO: -9.44 eV
- Net charge: 0
- Gap between HOMO and LUMO: 10.24 eV
- SMILES: CC(=O)NCCCN
- Calculated total energy: -382.4650 hartree

```
20
Properties=species:S:1:pos:R:3:forces:R:3:mulliken_charge:R:1
H 0.234 1.212 -1.858 0.192 0.423 0.115 0.303
C 0.545 0.632 0.124 0.480 0.266 0.660 -0.445
H -2.087 0.845 -1.004 0.488 -0.346 -0.069 0.296
C -0.018 1.638 -0.867 0.217 -1.568 -1.215 -0.786
N 0.511 -0.728 -0.390 -0.489 1.072 0.646 -0.081
O 0.742 -2.927 -0.299 0.016 -0.297 0.239 -0.646
N -2.051 2.601 0.209 -0.044 -0.207 -0.066 -0.619
H -1.758 2.394 -1.776 0.027 -0.296 -0.177 0.337
H 1.704 -2.623 2.178 -0.179 -0.459 -0.541 0.309
H 0.459 -0.813 -1.386 -0.199 -0.359 -0.266 0.217
C 0.807 -1.862 0.292 0.548 -1.062 -0.869 0.624
H -3.047 2.674 0.033 -0.001 0.216 0.303 0.235
H 0.467 -1.388 2.325 0.023 -0.016 0.060 0.286
C 1.294 -1.743 1.702 -0.254 1.169 0.771 -1.028
H 0.489 2.591 -0.806 -0.139 0.281 0.227 0.371
H -1.952 2.206 1.146 0.089 -0.184 -0.482 0.212
H 1.591 0.871 0.355 -0.135 0.284 0.035 0.289
C -1.518 1.773 -0.908 -0.696 1.395 0.740 -0.462
H -0.015 0.734 1.062 0.101 -0.331 -0.012 0.295
H 2.058 -0.963 1.776 -0.043 0.019 -0.099 0.293
```
Forces are in eV/Å.